{"formula": "C24H40Al2B2BrCaCl2F8N4O9P", "method": "ωB97M-V with the def2-TZVPD basis set", "spin_multiplicity": 1, "e_lumo_ev": -7.142, "charge": 2, "orbital_gap_ev": 5.158, "species": ["Br", "Ca", "Cl", "Cl", "P", "Al", "Al", "F", "F", "F", "F", "F", "F", "F", "F", "O", "O", "O", "O", "O", "O", "O", "O", "O", "N", "N", "N", "N", "C", "C", "C", "C", "C", "C", "C", "C", "C", "C", "C", "C", "C", "C", "C", "C", "C", "C", "C", "C", "C", "C", "C", "C", "B", "B", "H", "H", "H", "H", "H", "H", "H", "H", "H", "H", "H", "H", "H", "H", "H", "H", "H", "H", "H", "H", "H", "H", "H", "H", "H", "H", "H", "H", "H", "H", "H", "H", "H", "H", "H", "H", "H", "H", "H", "H"], "xyz": [[3.53049, 1.73018, -2.83496], [7.65201, -1.32837, 3.29474], [4.17376, 0.18711, 8.54309], [2.75993, -2.13964, 9.60827], [-2.81644, -0.17590, 3.03671], [-5.26554, 0.78237, -0.41400], [5.01778, 2.05115, 0.44920], [6.48266, 2.87801, 0.55999], [5.99934, -2.84740, 3.91345], [4.47172, -2.08470, 5.45488], [4.23064, 2.45084, -1.10003], [4.00229, 2.50866, 1.71048], [6.67246, -2.12646, 5.98976], [5.90325, -0.57814, 4.46854], [5.31077, 0.35648, 0.50869], [9.18805, 1.98540, -9.38754], [-8.87698, 0.91169, -0.24644], [-4.56772, -2.42606, 2.58406], [1.99027, -0.90900, 1.48013], [-2.30131, -2.97385, 3.23227], [3.37271, 1.45547, -5.84474], [4.72622, 2.64666, -4.69458], [-10.46802, -4.06803, -0.44403], [2.08138, -0.36641, 3.64957], [-6.99085, 1.79230, 3.81072], [10.71578, 0.41255, -8.80565], [10.20908, 0.78591, -11.01938], [4.35364, 2.16963, -5.76576], [-9.49658, -1.28830, 0.42468], [3.98350, -1.57145, 8.46743], [0.21734, 0.51182, 2.23000], [-9.67605, -0.00330, -0.33621], [-2.18793, 0.20606, 1.31571], [-4.83457, 0.98330, 4.59207], [1.51082, -0.30762, 2.41263], [2.60542, 1.26404, 5.41192], [-5.37669, 0.88248, 2.28081], [5.10661, 2.47274, -6.96796], [4.66903, 1.96748, -8.18392], [-4.45565, 0.62671, 3.30438], [2.82971, 0.84145, 3.95476], [-11.72170, -4.36784, 0.17146], [-0.70278, -0.26391, 1.26329], [-2.83808, -4.27761, 3.56580], [6.50705, 3.08361, -9.25522], [5.37551, 2.27988, -9.33048], [-6.09676, 1.55187, 4.76108], [6.94000, 3.57436, -8.02864], [6.24066, 3.27176, -6.87726], [9.98505, 1.11814, -9.71675], [-10.88855, 0.10671, -1.21673], [-6.59544, 1.45435, 2.59438], [-3.27116, -2.07591, 2.94942], [5.73011, -1.92280, 4.99378], [7.82229, 4.19561, -7.97683], [-2.29067, 1.25711, 1.01463], [1.62213, 1.72722, 5.54119], [-2.71649, -0.44249, 0.58772], [-1.97300, -4.93302, 3.71972], [-11.84308, -5.44741, 0.27507], [-7.31002, 1.61567, 1.77487], [-10.89550, 1.07939, -1.70465], [-5.23163, -2.04662, 3.17160], [-3.43477, -4.72140, 2.76389], [2.45271, 1.64548, 3.31036], [10.85761, 0.07940, -11.31040], [4.93285, -2.03517, 8.71199], [7.05378, 3.32951, -10.15369], [2.71111, 0.40081, 6.09046], [-10.34350, -1.44574, 1.09309], [-5.09511, 0.59772, 1.25154], [-8.58427, -1.23273, 1.02117], [-0.30655, -0.19375, 0.24416], [-3.41388, -4.26314, 4.49667], [-9.41460, -2.12150, -0.26984], [3.78963, 1.34258, -8.24769], [11.37443, -0.30112, -9.05289], [-12.51449, -3.97882, -0.46211], [-0.64983, -1.32917, 1.53344], [6.57917, 3.65872, -5.92649], [10.57636, 0.63256, -7.83758], [-11.78343, -3.89553, 1.15564], [-9.77999, -4.42084, 0.12749], [-10.86363, -0.67148, -1.98110], [3.88236, 0.62865, 3.72052], [-6.39370, 1.79970, 5.78307], [3.68263, -1.84657, 7.46680], [-0.20820, 0.64122, 3.23193], [-11.79418, 0.00776, -0.61684], [9.68940, 1.28588, -11.71644], [5.04369, 1.89992, -10.28684], [-4.18244, 0.80425, 5.44358], [3.39964, 1.98257, 5.65439], [0.43696, 1.51629, 1.84055]], "forces_ev_per_a": [[0.6068, 0.5828, 0.8887], [-1.0970, -0.0837, 0.2156], [0.1243, 0.0074, -0.0223], [0.0295, -0.0428, -0.0191], [0.8387, 0.6770, 0.9569], [-0.4977, 0.2799, -2.0760], [0.6048, -0.4435, 1.2700], [-0.5335, -0.4127, -0.3118], [1.1473, 0.9283, -0.6472], [0.1319, 0.1104, -0.4624], [-0.6944, -0.5609, 0.2761], [0.1336, -0.1385, -0.7107], [0.7571, 0.3074, -0.8687], [1.0756, -0.1865, -0.8156], [0.0564, 0.7737, -0.0713], [0.0477, -0.0458, 0.0046], [0.4454, -0.0694, -0.0510], [0.3203, -0.3876, 0.6417], [-0.3246, 0.1605, 0.6077], [-1.3045, 0.0446, -0.0062], [-0.0919, -0.1326, 0.4195], [0.1491, -0.0105, -1.2030], [-0.0831, -0.0741, -0.0607], [-0.3810, 0.2731, -0.2794], [0.5882, -0.1810, 0.0401], [-0.0520, 0.0054, 0.1500], [-0.1122, 0.0549, -0.0696], [0.1361, 0.0917, -0.4640], [0.4883, 0.3910, 0.0958], [-0.0302, -0.1162, 0.0758], [0.3987, -0.3815, 0.4560], [-0.0656, 0.0088, 0.0777], [-0.1152, -0.9791, -0.3725], [-0.2206, -0.1018, -0.4910], [0.4818, -0.0285, -1.0144], [0.5406, -0.5636, -0.3873], [0.3215, 0.1608, 1.3129], [0.1772, 0.1007, -0.2111], [-0.2650, -0.2069, -0.1122], [0.4991, -0.5055, -0.9154], [-0.5599, 0.3344, 0.4858], [0.2427, -0.0615, 0.0807], [-0.1071, 0.2353, 0.4311], [0.8891, -1.0961, -0.0162], [-0.1224, 0.0165, -0.0020], [0.1359, 0.1212, 0.0546], [-0.0223, 0.0044, 1.3177], [-0.1037, -0.0100, -0.0749], [0.1525, 0.1749, 0.2025], [0.1028, -0.0582, -0.0792], [0.1447, 0.3584, -0.0624], [-0.7586, 0.0368, -1.8656], [-0.1926, 0.4416, -0.4657], [-2.2454, -0.8680, 2.2334], [0.0193, -0.0632, 0.0085], [-0.0142, -0.1026, 0.3062], [0.2079, -0.1183, 0.0360], [0.0128, 0.4255, -0.0443], [-0.1893, 0.2316, 0.0174], [-0.1410, 0.0265, 0.0403], [0.0069, 0.0608, 0.3403], [-0.0006, -0.0157, 0.0243], [-0.1277, 0.1528, -0.3192], [0.0238, 0.3745, 0.0798], [0.4422, -0.1476, -0.0111], [0.0116, 0.0087, 0.0218], [-0.0210, 0.0701, 0.0924], [0.0488, -0.0376, 0.0495], [-0.0968, 0.3919, -0.2864], [-0.0711, -0.1662, -0.1409], [0.0059, -0.2645, 2.1770], [-0.0462, 0.0610, 0.0394], [-0.1561, 0.0385, 0.1940], [0.0628, 0.2576, -0.2285], [-0.3017, -0.0489, 0.0347], [-0.0035, 0.0333, 0.1346], [0.0016, 0.0212, -0.0362], [0.0680, 0.0118, -0.0500], [-0.1543, 0.2330, -0.1010], [-0.1167, -0.0588, 0.0364], [0.0200, 0.0126, -0.0160], [-0.1446, -0.0421, 0.0114], [-0.0002, -0.1010, -0.0727], [-0.1323, -0.1221, 0.1247], [-0.3822, 0.2273, 0.0804], [-0.0651, 0.0720, -0.3027], [-0.1012, 0.0662, 0.0313], [-0.1647, -0.0288, -0.3156], [-0.0180, -0.1874, -0.0671], [0.0374, -0.0027, -0.0061], [-0.0197, -0.0161, 0.0329], [-0.1000, 0.1168, -0.1769], [-0.3319, -0.0357, 0.1266], [0.1438, -0.2698, 0.0489]], "mulliken_charge": [0.5867, 1.6102, -0.1611, -0.1641, -0.1484, 0.4299, 0.4334, -0.3329, -0.4355, -0.3363, -0.1789, -0.2680, -0.2880, -0.4342, -0.3814, -0.5783, -0.5557, -0.4713, -0.5919, -0.3491, -0.6454, -0.6722, -0.4998, -0.3756, -0.5436, -0.3975, -0.3777, 1.1697, -0.7038, 0.1310, -0.3275, 0.7112, -0.5950, -0.4896, 0.3897, -1.1352, -0.0332, 0.2087, -0.3178, 0.0633, 0.2747, -0.5977, -1.0210, -0.6978, -0.4036, -0.5009, -0.3439, -0.5242, -0.1908, 0.6041, -1.1717, -0.2808, 0.8164, 0.8441, 0.3916, 0.5946, 0.3402, 0.1872, 0.2408, 0.3001, 0.2042, 0.3243, 0.2933, 0.2973, 0.4333, 0.1736, 0.2958, 0.3805, 0.1217, 0.3137, 0.9112, 0.1542, 0.4478, 0.3061, 0.2732, 0.4267, 0.1718, 0.2312, 0.3432, 0.4196, 0.2075, 0.2643, 0.2980, 0.3347, -0.1123, 0.3755, -0.0605, 0.2891, 0.3456, 0.2080, 0.3832, 0.4369, 0.3571, 0.3436]}